(1)
{"formula": "C49H34BBrF8NiO3P2S", "method": "the ωB97M-V functional and the def2-TZVPD basis", "multiplicity": 3, "molar_mass_g_mol": 1066.22, "homo_ev": [-8.3649, -8.6817], "s_squared": 2.01, "gap_ev": [8.133, 7.779], "charge": 0, "de_lowest_ev": 1.549, "symbols": ["Ni", "F", "C", "C", "F", "C", "F", "C", "P", "C", "C", "C", "C", "C", "C", "C", "C", "C", "C", "C", "C", "C", "Br", "C", "F", "H", "H", "H", "H", "H", "H", "H", "H", "H", "H", "O", "C", "O", "C", "C", "C", "C", "C", "C", "P", "C", "C", "C", "C", "C", "C", "C", "C", "C", "C", "C", "C", "H", "H", "H", "H", "H", "H", "H", "H", "H", "H", "H", "H", "H", "H", "F", "B", "F", "F", "F", "O", "S", "C", "C", "C", "C", "C", "C", "C", "C", "C", "C", "C", "C", "H", "H", "H", "H", "H", "H", "H", "H", "H", "H"], "coordinates": [[0.0518, 0.2319, 0.8099], [-2.5951, 6.9629, -0.0295], [-1.7599, 5.9310, -0.0088], [-0.5011, 6.0248, -0.5660], [-0.1042, 7.1603, -1.1292], [0.3575, 4.9358, -0.5284], [1.5599, 5.1612, -1.0659], [0.0104, 3.7151, 0.0442], [1.1427, 2.1763, 0.1696], [2.0320, 2.7418, 1.6551], [2.7408, 3.9398, 1.6929], [3.4314, 4.2922, 2.8408], [3.3928, 3.4792, 3.9653], [2.6708, 2.2971, 3.9379], [2.0067, 1.9253, 2.7822], [2.1528, 2.4674, -1.3119], [3.5272, 2.6562, -1.2526], [4.2211, 2.9729, -2.4114], [3.5534, 3.0775, -3.6232], [2.1890, 2.8348, -3.6894], [1.4885, 2.5260, -2.5352], [-1.2681, 3.6654, 0.6053], [-1.8953, 2.1039, 1.4656], [-2.1362, 4.7425, 0.5864], [-3.3482, 4.6542, 1.1364], [2.7730, 4.5948, 0.8324], [4.0053, 5.2103, 2.8550], [3.9230, 3.7715, 4.8623], [2.6207, 1.6476, 4.8017], [1.4788, 0.9815, 2.7653], [4.0504, 2.5399, -0.3133], [5.2876, 3.1498, -2.3596], [4.0987, 3.3467, -4.5189], [1.6693, 2.9010, -4.6371], [0.4178, 2.3474, -2.5751], [4.5021, 0.5955, 1.0732], [3.5978, -0.1230, 0.6792], [2.4164, 0.2567, 0.3127], [3.7971, -1.6132, 0.5549], [5.0864, -2.1313, 0.5032], [5.2875, -3.4894, 0.3406], [4.1990, -4.3479, 0.2488], [2.9149, -3.8445, 0.3387], [2.7009, -2.4730, 0.4835], [0.9529, -1.9206, 0.4837], [0.1659, -3.0878, 1.6334], [0.8457, -3.4131, 2.8061], [0.2126, -4.1465, 3.7954], [-1.0965, -4.5658, 3.6228], [-1.7822, -4.2380, 2.4629], [-1.1610, -3.4871, 1.4799], [0.5569, -2.4624, -1.2198], [0.9012, -1.5739, -2.2415], [0.6356, -1.8888, -3.5630], [0.0114, -3.0885, -3.8787], [-0.3227, -3.9800, -2.8697], [-0.0419, -3.6757, -1.5428], [5.9207, -1.4477, 0.5867], [6.2907, -3.8935, 0.2971], [4.3511, -5.4116, 0.1179], [2.0669, -4.5176, 0.3096], [1.8618, -3.0717, 2.9546], [0.7305, -4.3474, 4.7235], [-1.5984, -5.1133, 4.4097], [-2.8141, -4.5405, 2.3333], [-1.7139, -3.2007, 0.5963], [1.3758, -0.6338, -1.9744], [0.9068, -1.1966, -4.3508], [-0.2117, -3.3311, -4.9101], [-0.7943, -4.9238, -3.1144], [-0.2873, -4.3868, -0.7653], [-1.3921, -1.2086, 4.6771], [-0.4569, -0.3070, 4.2195], [-0.5631, -0.3055, 2.7155], [-0.7185, 0.9933, 4.6072], [0.8481, -0.6848, 4.5110], [-1.6146, -0.4647, -0.2872], [-2.3712, -1.0438, -1.4451], [-3.7462, -1.9204, -0.6942], [-4.3747, -2.8961, -1.4523], [-5.4494, -3.5810, -0.9065], [-5.8674, -3.2880, 0.3853], [-5.2129, -2.3244, 1.1414], [-4.1351, -1.6371, 0.6044], [-3.2855, 0.3571, -2.1185], [-3.9257, 1.2664, -1.2918], [-4.4592, 2.4171, -1.8486], [-4.3434, 2.6519, -3.2137], [-3.7155, 1.7277, -4.0357], [-3.1817, 0.5714, -3.4847], [-4.0128, -3.1124, -2.4511], [-5.9497, -4.3487, -1.4812], [-6.6977, -3.8331, 0.8151], [-5.5367, -2.1124, 2.1516], [-3.5744, -0.9176, 1.1898], [-3.9996, 1.0807, -0.2295], [-4.9476, 3.1430, -1.2114], [-4.7350, 3.5675, -3.6373], [-3.6199, 1.9173, -5.0965], [-2.6718, -0.1594, -4.1023]], "atomic_forces_ev_per_a": [[-0.7, -0.7, 0.4], [0.0, 0.1, 0.0], [0.0, -0.1, 0.0], [0.0, -0.1, 0.0], [0.0, 0.1, 0.0], [-0.1, 0.0, 0.0], [0.1, -0.1, 0.0], [0.0, -0.3, -0.1], [0.3, 1.3, -0.2], [0.1, -0.2, 0.0], [0.0, 0.0, 0.0], [0.0, 0.1, 0.0], [0.0, 0.0, 0.0], [0.0, -0.1, 0.1], [0.0, 0.1, -0.2], [-0.2, -0.2, -0.1], [0.0, 0.0, 0.0], [0.0, 0.0, 0.0], [0.0, 0.0, 0.0], [0.0, 0.0, -0.1], [0.0, 0.0, 0.1], [0.0, 0.0, -0.1], [0.1, 0.3, 0.4], [0.1, -0.2, 0.0], [-0.1, 0.0, 0.0], [0.0, 0.0, 0.0], [0.0, 0.0, 0.0], [0.0, 0.0, 0.0], [0.0, 0.0, 0.0], [0.0, 0.0, 0.1], [0.0, 0.0, 0.1], [0.0, 0.0, 0.0], [0.0, 0.0, 0.0], [0.0, 0.0, 0.0], [0.0, 0.0, 0.0], [0.1, 0.0, -0.1], [-0.1, 0.2, 0.0], [0.4, 0.1, 0.0], [-0.2, -0.1, 0.1], [0.0, 0.0, 0.0], [0.0, -0.1, 0.0], [0.0, 0.0, 0.0], [0.0, 0.1, 0.0], [0.2, 0.1, 0.2], [0.2, -0.5, -0.3], [0.0, 0.0, 0.0], [0.0, 0.0, -0.1], [0.0, 0.1, 0.1], [-0.1, 0.0, 0.0], [-0.1, 0.0, 0.0], [0.1, 0.0, 0.0], [-0.2, 0.1, 0.0], [-0.1, 0.1, 0.2], [0.0, 0.1, -0.1], [-0.1, -0.1, 0.0], [0.0, 0.0, 0.0], [0.0, 0.1, 0.0], [0.0, 0.0, 0.0], [0.0, 0.0, 0.0], [0.0, 0.0, 0.0], [0.0, 0.0, -0.1], [0.0, 0.0, 0.0], [0.0, -0.1, 0.0], [0.0, 0.0, 0.0], [0.0, 0.0, 0.0], [0.0, 0.0, 0.0], [0.0, 0.0, -0.1], [0.0, 0.0, 0.0], [0.0, 0.0, 0.0], [0.0, 0.0, 0.0], [0.0, 0.0, 0.0], [0.1, 0.0, -0.1], [0.1, 0.1, 0.3], [-0.1, -0.2, -0.4], [0.0, -0.1, 0.0], [-0.1, 0.0, -0.1], [0.2, 0.2, 0.5], [-0.6, 0.2, -0.2], [0.2, 0.0, -0.1], [0.1, 0.1, -0.1], [0.0, 0.0, 0.0], [0.0, -0.1, 0.0], [0.0, 0.0, 0.0], [0.1, 0.1, 0.1], [0.3, -0.2, -0.2], [-0.1, 0.0, 0.0], [0.0, 0.0, 0.1], [0.0, 0.0, -0.1], [0.0, 0.0, 0.0], [0.1, -0.1, 0.0], [-0.1, 0.0, 0.0], [0.0, 0.0, 0.0], [0.0, 0.0, 0.0], [0.0, 0.0, 0.0], [0.0, 0.0, 0.0], [0.0, 0.0, 0.0], [0.0, 0.0, 0.0], [0.0, 0.0, 0.0], [0.0, 0.0, 0.0], [0.0, 0.1, 0.0]]}

***

(2)
{"formula": "C2H10O3", "method": "the ωB97M-V functional and the def2-TZVPD basis", "multiplicity": 2, "molar_mass_g_mol": 82.10, "homo_ev": [0.4726, -7.1708], "s_squared": 0.75, "gap_ev": [3.419, 11.004], "charge": -1, "de_lowest_ev": 0.298, "symbols": ["C", "C", "H", "H", "H", "H", "H", "H", "O", "H", "H", "O", "H", "H", "O"], "coordinates": [[-1.1048, 1.8009, -0.0347], [-1.3979, 2.5164, 1.0387], [-0.3566, 1.0243, -0.0732], [-1.6187, 2.0612, -0.9509], [-0.9464, 2.3973, 2.0172], [-2.1918, 3.2555, 0.9799], [1.4134, -2.5054, 0.7579], [2.5208, -1.4622, 0.4636], [1.7652, -1.9240, 0.0452], [1.9457, -0.6762, -3.0063], [1.5851, -0.9322, -1.5376], [1.4010, -0.3179, -2.2843], [-0.8880, -2.3270, 1.3844], [-0.8159, -1.3843, 0.1910], [-1.3110, -1.5264, 1.0090]], "atomic_forces_ev_per_a": [[0.0, 0.4, 0.0], [-0.3, 0.1, 0.2], [0.1, 0.0, 0.1], [0.0, -0.3, -0.2], [0.1, -0.2, -0.1], [0.1, 0.1, 0.0], [0.0, -0.1, 0.0], [-0.1, -0.2, 0.1], [0.2, 0.3, -0.2], [-0.3, 0.2, 0.4], [-0.3, 0.2, -0.1], [0.5, -0.5, -0.2], [-0.1, 0.5, -0.2], [0.1, 0.0, 0.1], [-0.1, -0.4, 0.1]]}